Record 1
A molecular structure, C21H23ClN6O9SeV, computed with ωB97M-V/def2-TZVPD.

Properties
2S+1: 3
<S²>: 2.011
LUMO level (alpha / beta) in eV: -3.827 / -3.870
E_tot in hartree: -5625.01815
HOMO (alpha / beta) in eV: -11.89 / -11.91
Charge: +1
Maximum force in hartree/bohr: 0.0103
Frontier orbital gap (alpha / beta) in Ha: 0.2963 / 0.2955

CARTESIAN COORDINATES (ANGSTROEM)
1 V -0.3225 0.3836 -0.1980
2 C 2.9200 0.0663 2.8575
3 N 1.7323 -0.7020 3.2230
4 C 1.8361 -1.4504 4.4690
5 C 0.6537 -0.6778 2.4627
6 O 0.6340 0.0069 1.4194
7 C -0.5907 -1.4276 2.8944
8 O -1.6040 -1.2566 1.9425
9 C -2.1203 -2.4651 1.4062
10 C -1.0985 -3.0739 0.4372
11 O 0.0593 -2.6692 0.4863
12 N -1.5186 -4.0003 -0.4336
13 C -0.5878 -4.4987 -1.4376
14 C -2.8769 -4.5088 -0.4987
15 H 3.7626 -0.6129 2.7293
16 H 3.1496 0.7710 3.6570
17 H 2.7360 0.6086 1.9375
18 H 2.6992 -2.1135 4.4166
19 H 0.9532 -2.0503 4.6523
20 H 1.9733 -0.7614 5.3027
21 H -0.9283 -1.0213 3.8546
22 H -0.3294 -2.4778 3.0303
23 H -3.0403 -2.1974 0.8947
24 H -2.3647 -3.1698 2.2077
25 H 0.2195 -3.7836 -1.5636
26 H -1.1195 -4.6181 -2.3810
27 H -0.1702 -5.4631 -1.1423
28 H -3.4351 -4.2738 0.4030
29 H -2.8519 -5.5944 -0.5940
30 H -3.4071 -4.0986 -1.3613
31 O -3.6356 0.2939 -2.1568
32 Cl -2.2933 -0.1311 -2.1000
33 O -1.9494 -1.0682 -3.0887
34 O -2.0140 -0.6999 -0.7308
35 O -1.3686 1.0199 -2.0740
36 O 0.9712 -0.6348 -1.5807
37 C 1.4472 0.4878 -1.8395
38 N 1.0494 1.5138 -1.0439
39 C 1.4933 2.7286 -1.5990
40 O 1.2152 3.8279 -1.2043
41 C 2.3496 2.3548 -2.7772
42 C 3.0572 3.1519 -3.6492
43 C 3.7453 2.5117 -4.6780
44 C 3.7125 1.1280 -4.8231
45 C 2.9884 0.3278 -3.9442
46 C 2.3189 0.9711 -2.9238
47 H 3.0703 4.2277 -3.5394
48 H 4.3143 3.1005 -5.3850
49 H 4.2571 0.6700 -5.6377
50 H 2.9511 -0.7472 -4.0556
51 Se 0.9851 4.5518 2.1738
52 N -0.6104 5.2688 1.9619
53 C -1.3838 4.3132 1.4804
54 C -2.7716 4.4526 1.1958
55 C -3.4321 3.3540 0.7543
56 C -2.7256 2.1387 0.5288
57 N -1.4476 1.9626 0.7497
58 C -0.7549 3.0314 1.2887
59 N 0.5086 2.9405 1.6374
60 H -3.2570 5.4076 1.3434
61 H -4.4876 3.3785 0.5260
62 H -3.2661 1.2961 0.1167

Forces on atoms 1 to 3 (eV/Å):
-0.4 0.4 0.1
0.0 0.0 0.0
0.0 0.0 0.0

=====

Record 2
A molecular structure, C2H2FFeO, computed with ωB97M-V/def2-TZVPD.

Properties
2S+1: 6
<S²>: 8.776
LUMO level (alpha / beta) in eV: -11.905 / -15.681
E_tot in hartree: -1515.31655
HOMO (alpha / beta) in eV: -22.77 / -21.12
Charge: +2
Maximum force in hartree/bohr: 0.0743
Frontier orbital gap (alpha / beta) in Ha: 0.3992 / 0.2000

CARTESIAN COORDINATES (ANGSTROEM)
1 C -0.1848 -1.5106 -2.2078
2 C -0.3241 -0.8374 -1.1112
3 O -0.4928 -0.2015 -0.1297
4 H -0.4366 -1.0322 -3.1560
5 H 0.1284 -2.5544 -2.1548
6 F 1.1927 1.5192 2.5074
7 Fe 0.1315 0.8822 1.2846

Forces on atoms 1 to 3 (eV/Å):
0.1 -1.1 -1.4
-0.8 2.1 3.1
0.4 -2.1 -2.8

=====

Record 3
A molecular structure, C7H4NO4PdSe4, computed with ωB97M-V/def2-TZVPD.

Properties
LUMO level (alpha / beta) in eV: 1.662 / 1.460
E_tot in hartree: -10358.50299
HOMO (alpha / beta) in eV: -4.36 / -4.44
Charge: -1
Maximum force in hartree/bohr: 0.0209
Frontier orbital gap (alpha / beta) in Ha: 0.2214 / 0.2168

CARTESIAN COORDINATES (ANGSTROEM)
1 Pd -2.5592 0.1548 1.7909
2 Se -3.7674 -1.6182 3.1308
3 Se -2.3654 -0.1884 4.2492
4 Se -3.2085 2.0730 4.1941
5 Se -2.7676 2.6296 1.9777
6 O -2.6882 -0.0184 -0.3753
7 C -1.6781 0.2219 -1.0394
8 C -0.3099 -0.1172 -0.7643
9 C 0.6301 0.1898 -1.7456
10 C 1.9693 -0.0751 -1.5694
11 C 2.4251 -0.6425 -0.3520
12 C 1.5417 -0.9419 0.6311
13 C 0.1201 -0.7313 0.4855
14 O -0.6548 -1.0707 1.4045
15 N 2.9028 0.2266 -2.6099
16 O 2.4890 0.7340 -3.6476
17 O 4.0898 -0.0212 -2.4227
18 H -1.8225 0.7484 -2.0008
19 H 0.3054 0.6420 -2.6752
20 H 3.4832 -0.8224 -0.2308
21 H 1.8650 -1.3728 1.5693

Forces on atoms 1 to 3 (eV/Å):
-0.1 -0.1 0.5
0.0 -0.1 0.2
-0.4 0.5 -0.9

=====

Record 4
C3H9ClNO2PS2 in the gas phase, computed with ωB97M-V/def2-TZVPD.

Properties
2S+1: 3
<S²>: 2.007
LUMO level (alpha / beta) in eV: 0.085 / -2.831
E_tot in hartree: -1922.77107
HOMO (alpha / beta) in eV: -6.74 / -9.68
Maximum force in hartree/bohr: 0.1045
Frontier orbital gap (alpha / beta) in Ha: 0.2510 / 0.2518

CARTESIAN COORDINATES (ANGSTROEM)
1 C 2.8215 1.2459 0.3311
2 C 1.4394 -0.9830 0.2210
3 C 1.5427 0.4857 0.5243
4 N -1.5461 -0.7227 -1.7220
5 O -3.6733 0.1496 -0.2660
6 O -2.6028 -1.9242 0.1934
7 P -2.2395 -0.4709 -0.3672
8 S -1.2188 0.0328 1.5992
9 S 0.2702 1.4151 1.0117
10 Cl -1.3999 2.2990 -0.5330
11 H 2.7363 2.3903 0.4970
12 H 3.7339 0.8937 1.0253
13 H 3.1817 1.0963 -0.6452
14 H 0.6445 -1.0891 -0.6251
15 H 2.3663 -1.1977 -0.2553
16 H 1.4139 -1.4937 1.1784
17 H -1.3095 -0.0091 -2.3284
18 H -3.8998 0.2560 0.6595
19 H -2.2605 -2.3737 -0.4986

Forces on atoms 1 to 3 (eV/Å):
1.2 1.1 2.9
-0.6 1.9 -1.4
3.0 -1.5 -1.5

=====

Record 5
A gas-phase ion, C5H8N3O3 (charge +1), computed with ωB97M-V/def2-TZVPD.

Properties
2S+1: 3
<S²>: 2.015
LUMO level (alpha / beta) in eV: -4.311 / -6.885
E_tot in hartree: -584.76586
HOMO (alpha / beta) in eV: -10.93 / -14.86
Charge: +1
Maximum force in hartree/bohr: 0.1425
Frontier orbital gap (alpha / beta) in Ha: 0.2431 / 0.2932

CARTESIAN COORDINATES (ANGSTROEM)
1 C 0.2452 -0.3592 -1.2975
2 C -0.1347 -2.1081 0.6842
3 C 0.2499 0.0307 0.0023
4 C 0.7627 -0.5369 2.3451
5 C 0.0953 2.4136 -0.5450
6 N -0.7520 -0.0221 -2.0597
7 N 0.3646 -0.8655 0.9951
8 N -1.6334 -0.1092 -2.7536
9 O -2.4864 0.2181 -3.4761
10 O -0.6949 -2.4320 -0.3027
11 O 0.1509 1.2867 0.3717
12 H 0.9497 -1.0647 -1.6670
13 H -0.0338 -2.9134 1.4822
14 H 0.6334 -1.5278 3.0316
15 H 1.8879 -0.2866 2.3732
16 H 0.2452 0.2368 2.9043
17 H 0.9931 2.5330 -1.1218
18 H 0.0160 3.2481 0.0363
19 H -0.8586 2.2584 -1.0025

Forces on atoms 1 to 3 (eV/Å):
-0.6 -2.0 -2.5
0.3 -2.7 3.2
0.3 3.1 2.3

=====

Record 6
8 unconnected molecules or ions with the total composition C39H88F9N6O5PS, computed with ωB97M-V/def2-TZVPD.

Properties
LUMO level in eV: -8.251
E_tot in hartree: -3880.73651
HOMO in eV: -16.33
Charge: +4
Maximum force in hartree/bohr: 0.0484
Frontier orbital gap in Ha: 0.2969

CARTESIAN COORDINATES (ANGSTROEM)
1 C -1.1148 3.0138 5.7671
2 C -1.1852 1.9883 4.6611
3 O -1.4080 0.8514 4.9086
4 N -0.9947 2.3683 3.2381
5 H -0.8474 3.3639 3.0406
6 H -0.0882 2.1062 2.7989
7 C -2.1545 1.8427 2.3424
8 H -1.8554 3.8159 5.7624
9 H -0.1409 3.5090 5.8347
10 H -1.2374 2.4731 6.7020
11 H -2.0292 2.4019 1.4200
12 H -3.0933 2.0803 2.8294
13 H -1.8735 0.8029 2.2207
14 C 4.7531 2.1824 -3.0518
15 C 5.3869 1.9144 -1.7369
16 O 5.6555 2.7468 -0.9549
17 N 5.7552 0.4627 -1.4172
18 H 6.0501 -0.1590 -2.1755
19 H 6.6496 0.5631 -0.9190
20 C 4.6986 -0.2304 -0.5527
21 H 4.8274 3.2322 -3.3247
22 H 3.6823 2.0051 -2.8848
23 H 5.0656 1.5952 -3.9142
24 H 4.7081 0.3863 0.3407
25 H 4.9200 -1.2936 -0.5342
26 H 3.7207 -0.1917 -1.0277
27 C -2.6027 2.6535 -3.3340
28 C -2.1215 3.9152 -2.5935
29 C -0.7688 3.6025 -1.9461
30 N -0.1254 4.8231 -1.2732
31 C -1.1224 5.5124 -0.3636
32 C 0.4246 5.8891 -2.2469
33 C 1.5191 6.5833 -1.4323
34 C 2.1843 5.4891 -0.6298
35 C 1.1019 4.4277 -0.3963
36 H -1.8983 2.3777 -4.1184
37 H -3.6035 2.7835 -3.7363
38 H -2.6064 1.8658 -2.5749
39 H -2.8555 4.1291 -1.8181
40 H -2.0191 4.7257 -3.3155
41 H -0.0871 3.2256 -2.7088
42 H -0.8677 2.8464 -1.1680
43 H -1.5172 4.7772 0.3303
44 H -1.9225 5.9301 -0.9704
45 H -0.6009 6.3632 0.0656
46 H -0.3801 6.5675 -2.5232
47 H 0.7436 5.3821 -3.1554
48 H 1.1755 7.4004 -0.7964
49 H 2.2458 7.0990 -2.0616
50 H 2.5517 5.7760 0.3553
51 H 3.0352 5.0587 -1.1557
52 H 0.6427 4.3513 0.5839
53 H 1.5095 3.4689 -0.7079
54 C 4.6007 -1.5670 6.7748
55 C 3.7310 -2.4163 5.8256
56 C 2.2570 -2.3589 6.2317
57 N 1.2452 -2.7227 5.1539
58 C -0.1036 -2.4935 5.7323
59 C 1.5302 -4.1637 4.8334
60 C 0.7474 -4.4610 3.5887
61 C 0.8711 -3.1596 2.7758
62 C 1.3248 -2.0526 3.7604
63 H 4.6530 -2.1036 7.7287
64 H 4.0970 -0.6834 7.1808
65 H 5.5696 -1.2651 6.3952
66 H 4.1044 -3.4402 5.8110
67 H 3.9510 -2.0058 4.8385
68 H 1.9950 -1.3165 6.4185
69 H 2.0379 -2.9251 7.1344
70 H -0.8771 -2.5416 4.9687
71 H -0.1101 -1.4623 6.0869
72 H -0.2974 -3.1500 6.5761
73 H 1.2385 -4.8232 5.6506
74 H 2.5820 -4.3400 4.6220
75 H -0.2921 -4.6874 3.8240
76 H 1.1876 -5.3084 3.0665
77 H -0.1171 -2.9225 2.3852
78 H 1.5606 -3.2850 1.9449
79 H 0.6998 -1.1696 3.8066
80 H 2.3618 -1.8734 3.4983
81 C 1.9509 -5.3658 -6.5068
82 C 1.2996 -4.5399 -5.3834
83 C 2.0718 -3.2528 -5.0698
84 N 1.3690 -2.2919 -4.1153
85 C 0.9600 -2.9478 -2.8082
86 C 2.2448 -1.0922 -3.7628
87 C 1.3698 0.1643 -3.9146
88 C 0.4664 -0.1828 -5.0355
89 C 0.1681 -1.6569 -4.7741
90 H 2.9141 -4.9555 -6.8302
91 H 1.4829 -5.4218 -7.4897
92 H 2.0649 -6.3638 -6.0950
93 H 1.3211 -5.1730 -4.4985
94 H 0.2825 -4.2899 -5.6910
95 H 2.0859 -2.6174 -5.9569
96 H 3.0739 -3.5231 -4.7441
97 H 0.4154 -2.1941 -2.2458
98 H 1.8206 -3.3312 -2.2690
99 H 0.2515 -3.7609 -2.9610
100 H 2.6249 -1.0681 -2.7424
101 H 3.1182 -1.0527 -4.4135
102 H 0.7069 0.3130 -3.0584
103 H 1.8601 1.1375 -3.9581
104 H -0.4201 0.4526 -5.0461
105 H 0.8758 -0.1175 -6.0466
106 H -0.7697 -1.8537 -4.2588
107 H 0.0303 -2.1100 -5.7566
108 C -8.2455 -3.0634 -3.3583
109 C -7.3493 -1.9715 -2.7597
110 C -6.3659 -2.5718 -1.7316
111 N -5.8039 -1.5335 -0.7520
112 C -6.8827 -0.9237 0.1127
113 C -5.1135 -0.3403 -1.4735
114 C -3.7110 -0.2855 -0.8172
115 C -3.7614 -1.0740 0.5105
116 C -4.6871 -2.1773 0.0651
117 H -8.6329 -3.7766 -2.6182
118 H -7.7689 -3.7659 -4.0428
119 H -9.1766 -2.7030 -3.7922
120 H -7.9586 -1.2614 -2.2078
121 H -6.8282 -1.5321 -3.6091
122 H -5.4732 -3.1080 -2.0412
123 H -6.9836 -3.2757 -1.1700
124 H -7.6072 -0.3755 -0.4786
125 H -6.3996 -0.2382 0.8045
126 H -7.3433 -1.7561 0.6407
127 H -5.7119 0.5424 -1.2559
128 H -5.1526 -0.3853 -2.5593
129 H -3.5018 0.7552 -0.5694
130 H -2.9882 -0.7160 -1.5061
131 H -4.2202 -0.4573 1.2783
132 H -2.7339 -1.4056 0.6348
133 H -5.2233 -2.6943 0.8636
134 H -4.1921 -2.9515 -0.5160
135 C 4.3896 1.4434 4.1055
136 F 4.7441 2.1091 2.9988
137 F 4.5839 0.1307 3.8955
138 F 5.1263 1.8634 5.1120
139 S 2.5444 1.8386 4.5215
140 O 2.7139 3.0017 5.3579
141 O 1.8557 2.0611 3.2414
142 O 2.0869 0.6654 5.2728
143 P 0.7740 0.1209 0.1691
144 F 1.7089 0.9776 -0.8814
145 F -0.3342 -0.0604 -1.0210
146 F 1.4929 -1.2501 -0.2864
147 F -0.0941 -0.7693 1.2074
148 F 2.0041 0.2626 1.2422
149 F 0.1468 1.5893 0.5499

Forces on atoms 1 to 3 (eV/Å):
0.5 0.4 0.0
0.3 0.3 2.3
-0.1 -0.5 -1.1